A cluster of 2 separate species, C38H43F5N2O5S in total in a non-equilibrium geometry. Source: OMol25; level of theory: wB97M-V/def2-TZVPD.

Last column: Löwdin charge in e.
Element x y z (Å)
C: 6.44788 3.53539 1.38376  -0.103
O: 6.14817 2.23975 0.90752  -0.209
C: 6.81497 1.85418 -0.28009  -0.227
C: 7.30290 0.40849 -0.16635  -0.157
C: 7.95278 0.06154 1.18442  -0.187
C: 7.42984 -1.21751 1.84664  -0.203
C: 6.14237 -1.02421 2.65565  -0.204
C: 4.84560 -1.03409 1.84400  -0.193
C: 4.56389 -2.37459 1.11090  -0.169
C: 4.55975 -2.20069 -0.41277  -0.185
C: 3.62534 -3.18278 -1.16696  -0.106
C: 2.33713 -2.48989 -1.57053  -0.057
C: 1.18083 -2.86948 -0.89486  -0.178
O: 1.28863 -3.85823 0.04179  0.069
C: -0.03599 -2.26132 -1.16883  0.009
C: -0.08504 -1.25629 -2.14245  -0.019
C: 1.05362 -0.84176 -2.82301  -0.058
C: 0.91709 0.30837 -3.80418  -0.065
C: 0.49206 1.63099 -3.09586  -0.335
O: -0.47622 2.31614 -3.89944  -0.036
C: 1.67259 2.57276 -2.80798  -0.210
N: 1.81913 2.84844 -1.35877  0.013
C: 2.27001 -1.49780 -2.54718  0.015
C: 3.47245 -1.06432 -3.36727  -0.537
F: 4.60334 -1.75562 -3.15825  0.140
F: 3.78422 0.23203 -3.13048  0.125
F: 3.21219 -1.19231 -4.68776  0.143
C: -1.43928 -0.67375 -2.42109  -0.270
O: -1.81168 -0.32270 -3.51509  0.146
C: -2.36951 -0.59230 -1.26311  -0.071
C: -3.31591 0.39857 -1.17547  0.064
C: -4.20977 0.46160 -0.11826  -0.139
C: -5.22129 1.55532 -0.04177  -0.079
C: -6.31329 1.43252 -1.13761  -0.370
C: -7.69392 1.69241 -0.59426  -0.039
F: -6.30117 0.14952 -1.67518  -0.010
C: -4.12018 -0.53555 0.85904  -0.164
N: -4.99983 -0.49039 1.99646  0.112
C: -5.36221 -1.51192 2.53737  -0.776
S: -5.71255 -2.84157 3.27871  0.775
C: -3.17655 -1.54005 0.76939  0.062
C: -2.29118 -1.57110 -0.28596  -0.076
C: -1.26727 -2.63680 -0.40870  -0.256
O: -1.41970 -3.71509 0.12222  0.133
H: 7.45289 3.85284 1.10663  0.084
H: 6.39489 3.50953 2.47245  0.085
H: 5.70035 4.25515 1.04208  0.083
H: 7.66093 2.50841 -0.50932  0.114
H: 6.11402 1.93720 -1.11690  0.116
H: 6.45730 -0.24121 -0.37418  0.076
H: 8.02829 0.23563 -0.96115  0.113
H: 7.91672 0.88527 1.89335  0.106
H: 9.01258 -0.11362 0.98588  0.104
H: 7.36477 -2.03330 1.12420  0.105
H: 8.19632 -1.51946 2.56456  0.106
H: 6.21414 -0.03645 3.11773  0.106
H: 6.06196 -1.73963 3.47585  0.108
H: 4.90253 -0.21414 1.13085  0.084
H: 4.00037 -0.81247 2.49592  0.106
H: 3.63978 -2.81716 1.47347  0.102
H: 5.40389 -3.02566 1.34943  0.103
H: 5.57301 -2.37095 -0.77781  0.107
H: 4.31513 -1.18014 -0.70094  0.094
H: 4.10169 -3.58280 -2.05480  0.115
H: 3.39882 -4.01436 -0.51110  0.108
H: 0.72317 -3.63520 0.79057  0.115
H: 0.15456 0.10203 -4.54483  0.122
H: 1.83611 0.52048 -4.33311  0.097
H: 0.00461 1.42439 -2.14641  0.134
H: -0.01182 2.61391 -4.68963  0.092
H: 1.51833 3.52308 -3.31393  0.116
H: 2.60191 2.16070 -3.20141  0.091
H: 2.39200 2.11473 -0.95349  0.059
H: 2.36901 3.69497 -1.26429  0.059
H: -3.38016 1.14522 -1.95689  0.145
H: -5.70562 1.56505 0.93053  0.099
H: -4.74548 2.52909 -0.15694  0.129
H: -6.07841 2.15002 -1.92506  0.139
H: -7.86290 1.03661 0.25621  0.076
H: -8.44525 1.45455 -1.34478  0.084
H: -7.81692 2.73356 -0.30248  0.089
H: -3.11097 -2.31839 1.51824  0.122
F: -10.98712 2.91703 3.03241  0.055
C: -10.43764 1.72724 3.34991  -0.288
C: -9.06352 1.60309 3.33704  -0.022
C: -8.49909 0.37855 3.66550  -0.084
C: -9.31176 -0.69663 3.99805  -0.093
C: -10.69202 -0.54678 4.00132  -0.081
C: -11.26612 0.67364 3.67722  -0.017
H: -8.45220 2.45471 3.07388  0.116
H: -7.42276 0.26607 3.66475  0.087
H: -8.86913 -1.64962 4.25551  0.091
H: -11.32679 -1.38419 4.25777  0.105
H: -12.33865 0.81348 3.67974  0.117

Force components x, y, z for each atom (eV/Å):
C -0.345 -0.174 0.258
O 0.272 0.041 0.062
C -0.024 -0.233 -0.181
C -0.240 0.326 0.180
C 0.416 -0.550 -0.532
C 0.147 0.234 0.687
C -0.331 0.343 -0.186
C -0.051 -0.326 -0.058
C 0.553 0.962 -0.095
C 0.066 -0.670 -0.298
C 0.007 0.444 0.090
C 0.750 -0.574 -0.044
C -0.307 -0.197 0.254
O 0.360 0.468 0.061
C 0.040 0.047 -0.092
C -0.188 -0.044 0.240
C 0.101 0.061 -0.532
C 0.047 0.562 0.375
C 0.045 0.235 -0.662
O 0.129 -0.097 0.157
C 0.404 -0.166 0.670
N 0.115 0.011 -0.423
C -0.475 0.190 0.083
C 0.077 -0.254 -0.087
F -0.191 0.155 -0.066
F 0.050 -0.145 -0.069
F 0.112 0.120 0.174
C -0.279 0.107 -0.158
O 0.121 0.018 -0.080
C 0.482 -0.221 -0.053
C -0.395 0.423 -0.267
C 0.330 -0.163 0.408
C -0.505 0.135 -0.149
C 0.153 0.421 0.399
C -0.108 -0.208 -0.125
F 0.023 -0.024 -0.119
C -0.289 0.618 0.150
N -0.024 -0.662 -0.549
C 0.312 0.044 0.305
S -0.234 0.245 -0.029
C 0.099 -0.503 0.225
C -0.040 0.163 -0.123
C -0.091 0.148 0.046
O 0.130 -0.056 0.248
H 0.041 0.063 -0.137
H -0.013 -0.039 0.043
H 0.124 0.156 -0.177
H 0.019 0.174 0.247
H 0.040 0.030 -0.127
H -0.012 -0.171 0.078
H -0.074 -0.002 -0.169
H -0.222 0.109 0.011
H 0.093 0.094 0.066
H -0.119 -0.007 -0.112
H 0.056 -0.137 -0.023
H 0.028 -0.004 0.185
H 0.116 -0.192 -0.067
H -0.141 0.067 -0.091
H 0.030 0.122 0.131
H -0.064 -0.117 -0.037
H -0.262 -0.452 0.145
H 0.099 0.110 -0.007
H -0.106 0.129 0.133
H 0.099 -0.068 0.008
H -0.082 -0.096 -0.054
H -0.329 -0.412 -0.147
H -0.091 -0.228 0.030
H 0.068 -0.163 -0.079
H -0.137 0.020 0.045
H -0.156 0.031 -0.047
H -0.247 0.052 -0.016
H -0.037 -0.037 -0.189
H -0.081 -0.006 0.126
H -0.047 0.016 0.170
H 0.097 -0.011 -0.089
H 0.027 -0.145 0.143
H 0.149 -0.009 -0.023
H -0.014 -0.285 -0.336
H -0.105 0.040 0.212
H -0.007 0.077 -0.109
H 0.050 0.038 0.127
H -0.063 -0.001 0.076
F -0.004 0.007 -0.004
C 0.049 -0.099 0.020
C 0.121 0.077 -0.045
C -0.101 -0.040 0.019
C 0.024 -0.049 0.009
C 0.085 0.018 -0.007
C -0.140 -0.002 0.011
H 0.007 0.045 -0.002
H 0.007 0.025 -0.011
H 0.006 -0.002 -0.015
H -0.014 0.001 0.007
H 0.007 0.018 -0.018

## Properties
**Lowest unoccupied orbital energy**: -1.0 eV
**M**: 734.8 g/mol
**Strongest force on any atom**: 1.11 eV/A
**Multiplicity**: 1
**HOMO level**: -9.10 eV